(1)
# C30H68O15P3

4 unconnected molecules or ions with the total composition C30H68O15P3 at a distorted geometry (wB97M-V/def2-TZVPD, OMol25).

XYZ file:
```
116
Properties=species:S:1:pos:R:3:mulliken_charge:R:1
C 4.2019 0.2453 -0.8511 -1.086
C 3.1217 0.4723 0.2066 -0.631
C 1.9373 1.2861 -0.2956 -0.195
O 1.1771 0.6507 -1.2744 -0.073
P -0.4887 0.0875 -1.2208 2.466
C 0.0961 -1.6468 -1.7251 -1.316
C 1.5801 -1.9758 -1.5947 -0.773
C -1.1152 1.6587 -0.3480 -1.356
C -0.7404 3.0495 -0.8318 0.319
C -1.4954 4.1329 -0.0429 -1.715
C -1.2816 4.0991 1.4721 -0.338
C 0.1841 4.0296 1.9011 -0.347
O 0.4357 4.7608 3.1002 -0.366
C 0.1605 3.9980 4.2552 -0.842
C -0.8125 0.6793 -2.9995 -2.000
C 0.2503 1.1531 -4.0016 0.790
C 0.9311 2.4927 -3.7115 -1.396
C 1.2964 0.1049 -4.3928 -1.519
O -2.1728 -0.4222 -1.1642 -0.518
C -2.7143 -1.6981 -1.0352 -0.540
C -4.2245 -1.5937 -0.8186 -0.387
C -4.9625 -2.7927 -1.4240 -1.297
P -0.0894 -0.7221 1.1483 -0.266
P -1.8317 -0.7682 2.4125 1.115
O -3.0690 -0.0828 2.0134 -0.660
O -2.1343 -2.3057 2.8516 -0.503
O -1.2482 -0.1646 3.8188 -0.581
H 4.0305 -0.6661 -1.4255 0.120
H 5.1869 0.1437 -0.3902 0.397
H 4.2430 1.0874 -1.5471 0.269
H 2.7877 -0.4693 0.6460 0.106
H 3.5490 1.0648 1.0255 0.529
H 2.3766 2.1990 -0.7401 0.541
H 1.3542 1.6442 0.5548 -0.437
H -0.4054 -2.3624 -1.0800 0.607
H -0.2402 -1.8736 -2.7395 0.550
H 2.2146 -1.4064 -2.2687 -0.082
H 1.9152 -1.8930 -0.5584 -0.106
H 1.7066 -3.0343 -1.8627 0.489
H -0.8121 1.5961 0.7020 -0.322
H -2.1994 1.5630 -0.3253 0.698
H -0.9978 3.2049 -1.8815 0.210
H 0.3310 3.2435 -0.7564 0.088
H -1.2331 5.1169 -0.4483 0.396
H -2.5643 3.9842 -0.2286 0.410
H -1.8215 3.2392 1.8778 0.231
H -1.7230 4.9852 1.9387 0.564
H 0.4547 2.9835 2.0890 0.253
H 0.8565 4.4355 1.1429 0.336
H 0.0651 4.6849 5.0974 0.268
H 0.9735 3.2919 4.4642 0.283
H -0.7733 3.4340 4.1628 0.381
H -1.2986 -0.1887 -3.4554 0.641
H -1.6127 1.4254 -2.9522 0.646
H -0.3117 1.3492 -4.9277 0.662
H 1.3581 2.5233 -2.7113 -0.014
H 0.2388 3.3304 -3.8267 0.338
H 1.7481 2.6476 -4.4247 0.493
H 2.1795 0.1746 -3.7543 0.060
H 1.6327 0.2978 -5.4167 0.532
H 0.9037 -0.9122 -4.3615 0.351
H -2.5284 -2.3365 -1.9160 0.251
H -2.2745 -2.2365 -0.1797 0.239
H -4.4505 -1.4993 0.2427 0.230
H -4.5342 -0.6772 -1.3252 0.208
H -4.3720 -3.7069 -1.3200 0.295
H -5.1831 -2.6334 -2.4812 0.296
H -5.9137 -2.9635 -0.9146 0.417
H 0.1603 -2.1139 1.1755 -0.075
H -1.5120 -2.5729 3.5441 0.299
H -0.2928 -0.0545 3.7083 0.390
C -6.9165 -9.1712 -3.6493 -1.082
C -5.5541 -8.5149 -3.6866 -0.207
O -5.4051 -7.5351 -2.6470 -0.335
C -5.1293 -8.0214 -1.4376 0.741
O -4.9777 -9.1851 -1.1602 -0.582
O -5.0470 -7.0026 -0.5898 -0.247
C -4.7954 -7.3662 0.7711 -0.665
H -7.7016 -8.4153 -3.6839 0.288
H -7.0324 -9.8342 -4.5074 0.353
H -7.0376 -9.7573 -2.7397 0.309
H -5.4150 -7.9527 -4.6078 0.297
H -4.7549 -9.2510 -3.6059 0.314
H -3.9242 -8.0135 0.8409 0.315
H -5.6628 -7.8708 1.1939 0.297
H -4.6148 -6.4301 1.2899 0.203
C -0.4598 7.8038 2.9981 -0.540
C 0.6614 8.0936 3.9629 -0.193
O 1.2293 9.4099 3.7637 -0.366
C 0.5470 10.4145 4.2892 0.748
O -0.4638 10.3436 4.9409 -0.557
O 1.1757 11.5562 3.9773 -0.353
C 0.5223 12.7346 4.4494 -0.638
H -0.1204 7.9395 1.9701 0.297
H -0.7729 6.7688 3.1227 -0.146
H -1.3128 8.4620 3.1648 0.390
H 1.4912 7.4101 3.7990 0.226
H 0.3367 8.0022 4.9989 0.311
H 0.3255 12.6670 5.5174 0.297
H -0.4167 12.8890 3.9195 0.288
H 1.2073 13.5512 4.2414 0.216
C 8.7589 -4.9279 1.1915 -1.081
C 8.4073 -5.1723 -0.2594 -0.186
O 7.0854 -5.7153 -0.4058 -0.390
C 6.0943 -4.8198 -0.3159 0.779
O 6.2324 -3.6361 -0.1520 -0.564
O 4.9414 -5.4661 -0.4380 -0.377
C 3.7731 -4.6370 -0.3284 -0.571
H 8.6268 -5.8410 1.7729 0.288
H 9.7988 -4.6093 1.2733 0.347
H 8.1248 -4.1509 1.6152 0.311
H 9.0591 -5.9254 -0.6990 0.289
H 8.4886 -4.2580 -0.8462 0.315
H 3.8246 -3.7963 -1.0146 0.201
H 3.6664 -4.2717 0.6916 0.313
H 2.9323 -5.2747 -0.5814 0.329
```

## Properties
HOMO energy ... -4.4 eV
Kohn-Sham gap ... 6.636 eV
Total charge ... -1
DFT total energy ... -3336.6697 hartree

(2)
# C13H21NO3Os

A molecular structure, C13H21NO3Os at a distorted geometry (wB97M-V/def2-TZVPD, OMol25).

XYZ file:
```
39
Properties=species:S:1:pos:R:3:mulliken_spin:R:1
Os 1.3139 -0.0083 -0.7191 2.907
C 1.4545 1.3146 2.0304 0.051
C 0.6855 0.6525 0.9561 0.029
C -0.2533 1.4981 0.1791 0.270
C -0.2300 2.9585 0.2982 -0.011
C -1.4428 0.8985 -0.4141 0.049
C -2.2416 1.7941 -1.3053 0.006
C -1.8176 -0.4888 -0.2304 0.196
C -3.2065 -0.9945 -0.4611 -0.004
C -0.8176 -1.3939 0.3413 0.158
C -1.1468 -2.8455 0.4592 -0.009
C 0.4370 -0.8708 0.8805 -0.068
C 1.1709 -1.6751 1.9333 0.008
H 2.1367 2.0918 1.6494 -0.006
H 2.0670 0.6160 2.6291 0.006
H 0.7455 1.8228 2.6713 -0.003
H -1.0558 3.3540 0.9226 0.018
H -0.3451 3.4683 -0.6642 0.011
H 0.7147 3.2948 0.7330 0.005
H -1.5520 2.2825 -2.0510 0.001
H -2.7710 2.5518 -0.7902 -0.003
H -2.9852 1.1776 -1.8750 0.001
H -3.7506 -0.3199 -1.1465 0.002
H -3.7487 -0.9712 0.4741 0.012
H -3.1961 -2.0574 -0.9070 0.006
H -2.1092 -2.9756 0.9958 0.021
H -0.4412 -3.3815 1.0883 0.002
H -1.2653 -3.3703 -0.5310 0.012
H 1.2945 -2.7391 1.6162 0.004
H 0.6366 -1.7260 2.8686 -0.005
H 2.1768 -1.3020 2.1802 0.000
O 1.2259 -0.9893 -2.4571 0.083
N 1.4736 0.0417 -3.1594 -0.011
O 1.0942 0.1472 -4.3380 0.102
O 1.8083 1.1583 -2.4378 0.107
C 3.2101 -0.6326 -0.3816 -0.020
H 3.9539 0.1791 -0.3291 0.015
H 3.4815 -1.3240 -1.2281 0.029
H 3.2954 -1.2366 0.5195 0.027
```

## Properties
HOMO energy (alpha / beta) ... -16.1 / -17.4 eV
Spin multiplicity ... 5
Kohn-Sham gap (alpha / beta) ... 7.159 / 6.475 eV
Relative energy (zero: lowest compared OMol25 entry of this formula, charge and spin) ... 127.40 kJ/mol
Total charge ... +2
DFT total energy ... -878.1322 hartree

(3)
# C10H10BrCoF5OTe

A molecular structure, C10H10BrCoF5OTe at a distorted geometry (wB97M-V/def2-TZVPD, OMol25).

XYZ file:
```
29
Properties=species:S:1:pos:R:3:nbo_charge:R:1
C 0.7414 1.7473 -1.3483 -0.399
C -0.6223 2.2079 -1.3278 -0.390
C -0.9472 2.5607 -0.0043 -0.311
H -1.3177 2.3091 -2.1593 0.207
C 0.1600 2.3257 0.8458 -0.401
C 1.2360 1.8081 0.0252 -0.404
H 2.2751 1.7733 0.3546 0.207
H 1.3204 1.5980 -2.2578 0.206
H -1.9322 2.9010 0.3132 0.238
H 0.1559 2.5328 1.8973 0.213
Co -0.2571 0.5098 -0.1233 0.770
Br -0.2902 -1.7877 0.1604 -0.310
C 1.8095 -3.0258 0.2190 -0.249
C 2.9633 -2.2225 0.4788 -0.368
C 3.4261 -1.6990 -0.7537 -0.257
H 3.4142 -2.1072 1.4608 0.188
C 2.5636 -2.1718 -1.8030 -0.360
C 1.5850 -3.0002 -1.2356 -0.256
H 0.7922 -3.5399 -1.7565 0.203
H 1.2817 -3.6341 0.9545 0.212
H 4.3171 -1.1016 -0.8984 0.181
H 2.6821 -1.9891 -2.8699 0.186
F -2.2967 0.9851 2.6674 -0.652
Te -3.5734 0.5449 1.3192 3.280
F -4.8735 0.7159 2.7322 -0.645
F -5.0597 0.4188 0.1180 -0.659
F -3.5565 -1.2692 1.7892 -0.648
F -3.7537 2.4756 1.1329 -0.665
O -2.2435 0.1340 0.0695 -1.117
```

## Properties
HOMO energy (alpha / beta) ... 0.2 / -0.5 eV
Spin multiplicity ... 4
Kohn-Sham gap (alpha / beta) ... 4.734 / 5.361 eV
Relative energy (zero: lowest compared OMol25 entry of this formula, charge and spin) ... 128.88 kJ/mol
Total charge ... -2
DFT total energy ... -5186.3619 hartree